Entry 1:
{"formula": "C3H7O3", "method": "ωB97M-V/def2-TZVPD", "homo_energy_ev": -4.024, "energy_ha": -344.25170, "de_lowest_ev": 1.592, "total_charge": -1, "lumo_energy_ev": 4.17, "homo_lumo_gap_ev": 8.19, "symbols": ["C", "O", "H", "H", "H", "H", "C", "C", "O", "O", "H", "H", "H"], "xyz": [[1.0600, 2.3106, -0.7130], [0.2043, 1.1943, -0.9042], [0.3884, 0.3083, -0.4258], [1.9232, 1.9614, -0.1560], [1.3990, 2.5882, -1.7092], [0.2808, 3.0820, -0.3276], [-1.4434, -1.6082, 0.4796], [0.1029, -1.7005, 0.7836], [0.8272, -0.7116, 0.5530], [0.5995, -2.6043, 1.4914], [-1.8632, -2.6025, 0.3076], [-1.5367, -1.1629, -0.5586], [-1.9420, -1.0549, 1.1794]], "mulliken_charge": [-0.4909, -0.6055, 0.5011, 0.2403, 0.1715, 0.1311, -0.8267, 0.5911, -0.7158, -0.7520, 0.2920, 0.2400, 0.2239]}

Entry 2:
{"formula": "C3H7O3", "method": "ωB97M-V/def2-TZVPD", "homo_energy_ev": -3.337, "energy_ha": -344.20551, "de_lowest_ev": 2.849, "total_charge": -1, "lumo_energy_ev": 3.74, "homo_lumo_gap_ev": 7.08, "symbols": ["C", "O", "H", "H", "H", "H", "C", "C", "O", "O", "H", "H", "H"], "xyz": [[1.2296, 1.0596, -1.2393], [-0.0344, 0.8707, -1.9322], [-0.0087, -0.1265, -2.2143], [1.9321, 0.1428, -1.2483], [0.9248, 1.1752, -0.0553], [1.5741, 2.0728, -1.5014], [-1.2154, -0.7452, 0.6057], [-0.2526, -0.7759, 1.9395], [0.3360, 0.2953, 2.0526], [-0.4638, -1.7310, 2.6261], [-2.1162, -0.4456, 0.7016], [-1.2399, -1.7838, 0.3324], [-0.6655, -0.0085, -0.0668]], "mulliken_charge": [-0.5063, -0.5325, 0.3197, 0.2229, 0.1917, 0.2721, -0.8101, 0.4707, -0.6666, -0.6491, 0.3877, 0.2316, 0.0683]}

Entry 3:
{"formula": "C3H7O3", "method": "ωB97M-V/def2-TZVPD", "homo_energy_ev": -4.387, "energy_ha": -344.29759, "de_lowest_ev": 0.344, "total_charge": -1, "lumo_energy_ev": 4.26, "homo_lumo_gap_ev": 8.65, "symbols": ["O", "H", "H", "O", "O", "C", "C", "C", "H", "H", "H", "H", "H"], "xyz": [[-2.2461, 1.4118, -0.2370], [-2.0186, 2.3537, -0.0656], [-1.4225, 0.9157, -0.0276], [-0.6386, -0.3306, 2.1272], [0.0000, 0.0000, 0.0000], [0.0289, -0.6154, 1.1019], [0.2251, -2.9655, 0.2073], [0.9085, -1.9039, 1.0221], [0.5740, -3.9683, 0.5061], [0.4446, -2.8213, -0.8639], [-0.8672, -2.9153, 0.3525], [1.9360, -1.6926, 0.6684], [0.9883, -2.4336, 1.9908]], "mulliken_charge": [-0.7033, 0.2557, 0.4773, -0.7225, -0.8457, 0.5700, -1.0225, -0.3174, 0.3129, 0.2262, 0.2856, 0.2397, 0.2440]}

Entry 4:
{"formula": "C3H7O4S", "method": "ωB97M-V/def2-TZVPD", "homo_energy_ev": -5.061, "energy_ha": -817.66422, "de_lowest_ev": 1.209, "total_charge": -1, "lumo_energy_ev": 4.02, "homo_lumo_gap_ev": 9.08, "symbols": ["C", "C", "C", "O", "O", "O", "O", "S", "H", "H", "H", "H", "H", "H", "H"], "xyz": [[-1.1919, -1.3897, 0.3668], [-0.5619, 1.0558, -0.9903], [-0.1954, 0.2350, 0.1626], [1.7769, -1.1601, -1.1092], [2.1949, 1.1126, -0.3045], [1.9242, -0.5590, 1.3141], [-0.2521, 0.8582, 1.4177], [1.6285, -0.1463, -0.0413], [-1.0746, -1.6238, 1.3566], [-2.0698, -0.7096, 0.2311], [-0.9641, -2.3109, -0.3242], [0.2756, 1.7691, -1.1304], [-1.5566, 1.5899, -0.8434], [-0.6284, 0.5822, -1.9290], [0.6946, 0.6965, 1.8232]], "mulliken_charge": [-0.9333, -1.5117, 0.7013, -0.6959, -0.6442, -0.7717, -0.5921, 1.1205, 0.3598, 0.2805, 0.2009, 0.3827, 0.3392, 0.3497, 0.4145]}